# C45H124F4N11O22S4

A structure of composition C45H124F4N11O22S4 (the ωB97M-V functional and the def2-TZVPD basis, the OMol25 dataset).

XYZ file:
```
210
Properties=species:S:1:pos:R:3
S 9.4587 -17.8186 24.8076
S 14.5314 -19.6555 20.2270
S 8.7216 -16.8146 22.2289
S 13.6829 -19.8771 22.7873
F 13.0387 -18.3528 22.6717
F 9.9808 -19.2576 24.9200
F 15.0627 -18.1858 19.9668
F 10.0374 -16.6171 21.1834
O 8.5073 -15.5228 22.7996
O 13.2887 -5.9560 25.2117
O 15.9461 -12.5340 30.0262
O 17.5868 -15.7739 23.7421
O 14.9294 -23.9644 25.6927
O 5.4847 -10.1688 21.0366
O 8.1805 -17.7667 25.4959
O 7.6371 -17.2770 31.9262
O 3.2671 -17.1704 21.2182
O 14.9292 -27.4397 24.5852
O 15.4304 -20.5252 19.5695
O 9.3842 -16.0455 11.4466
O 12.7039 -20.8199 22.1962
O 13.9692 -20.0404 24.1522
O 7.6502 -17.3303 21.4317
O 8.2349 -20.5020 20.7408
O 6.0778 -16.5708 18.5146
O 12.8985 -4.8619 20.4555
O 14.1997 -16.7398 31.6102
O 13.2252 -19.4595 19.7464
O 10.4419 -16.8318 25.1998
O 2.7974 -18.8087 31.0966
N 16.3447 -26.2542 26.2866
N 10.3091 -15.2878 8.9246
N 9.3220 -17.7798 23.2144
N 10.4279 -19.7496 20.3124
N 3.0141 -9.7919 21.8231
N 14.0846 -3.9186 23.0377
N 14.8944 -19.6319 21.7993
N 5.5114 -18.5821 20.4936
N 17.9295 -18.6630 21.4301
N 14.5830 -14.8088 29.9449
N 5.2354 -18.1104 32.6725
C 12.2210 -3.8914 21.2635
C 5.0443 -15.6516 18.2794
C 10.2935 -16.4319 12.4609
C 17.0219 -25.0285 25.8576
C 7.7239 -16.0634 31.2130
C 1.9450 -17.1912 21.8038
C 13.8039 -23.4508 26.4997
C 16.7904 -11.4831 30.5276
C 3.7425 -17.8586 33.0525
C 5.0074 -18.7285 21.8971
C 18.3773 -17.3582 22.0998
C 16.6589 -13.6333 29.3419
C 17.2508 -16.9661 23.0262
C 14.5852 -5.7583 24.7483
C 5.3911 -9.9642 22.4032
C 12.5500 -4.0170 22.7260
C 4.3060 -17.4392 22.1801
C 2.9092 -18.9525 32.4845
C 18.5894 -16.3023 21.0051
C 10.1155 -19.1620 18.9966
C 6.8082 -10.4300 20.4686
C 14.6948 -5.2538 23.3604
C 7.0499 -18.3411 31.1393
C 4.0044 -10.4910 22.7937
C 3.8934 -12.0140 22.5755
C 1.9618 -19.7398 30.5108
C 12.6339 -7.1962 24.9204
C 9.4019 -20.7763 20.7811
C 16.2549 -27.7330 24.4270
C 13.9966 -17.1038 32.9839
C 9.9466 -21.9710 21.4332
C 16.1677 -23.9057 26.3679
C 4.8323 -18.6137 19.1621
C 12.9555 -16.3124 30.9486
C 13.4848 -15.7561 29.5964
C 12.1746 -5.4067 19.3914
C 9.4409 -14.6509 11.1043
C 14.2380 -28.6468 24.8157
C 16.8416 -27.5367 25.8157
C 9.2364 -14.5837 9.5927
C 5.8025 -17.8303 18.1695
C 15.4801 -14.4291 28.7651
C 5.5470 -18.2247 31.2311
C 7.8768 -15.1778 9.2335
C 18.0897 -15.9952 25.0606
H 10.8123 -18.3191 18.8600
H 3.9090 -17.4491 23.1903
H 14.2998 -13.8872 30.2973
H 4.7059 -19.6725 18.8988
H 11.3384 -20.2342 20.3902
H 4.3180 -15.6876 19.1726
H 1.6440 -16.2019 22.0453
H 3.5206 -16.8795 32.6267
H 11.6533 -7.0517 25.3067
H 19.3366 -17.5500 22.5532
H 18.0590 -25.0369 26.1808
H 17.3539 -13.2815 28.5087
H 14.0410 -22.4455 26.7631
H 16.0872 -24.0373 27.4297
H 8.2429 -16.2039 30.2562
H 16.3963 -28.7088 23.9889
H 15.8626 -15.3330 28.2466
H 7.5648 -9.9641 21.0865
H 18.6548 -19.0210 20.7600
H 11.1176 -3.9276 21.1460
H 16.9806 -17.7486 23.7591
H 6.1932 -10.4141 22.9599
H 5.4315 -14.6258 18.1207
H 10.1345 -15.7688 13.3063
H 14.2867 -3.1824 23.7035
H 4.3395 -19.6275 21.8893
H 2.0626 -10.1203 21.9918
H 13.7847 -16.2875 33.6469
H 17.6114 -19.3879 22.0797
H 13.1445 -8.0202 25.4511
H 8.6284 -14.0530 11.5859
H 16.7426 -22.9542 26.2841
H 17.2777 -14.2085 30.0216
H 19.4379 -16.5129 20.3508
H 6.8523 -9.9338 19.4778
H 7.4267 -19.2949 31.5275
H 14.8908 -13.8652 28.0039
H 7.8219 -16.1937 9.6298
H 8.2577 -15.2871 31.8005
H 17.6034 -16.1802 20.4834
H 15.7326 -5.2595 23.0859
H 12.4615 -15.5455 31.4832
H 13.1594 -17.8137 33.0058
H 12.7744 -15.2712 28.8938
H 16.5304 -28.3558 26.5204
H 15.3796 -26.0925 25.9391
H 0.9391 -19.5349 30.7932
H 12.3412 -17.1577 30.8064
H 10.5045 -18.9668 21.0065
H 4.4888 -12.3295 21.7015
H 12.5816 -2.9065 20.9645
H 6.2856 -19.1967 20.2821
H 3.2794 -10.0512 20.8652
H 14.8921 -29.2907 25.4363
H 12.6551 -7.4247 23.8372
H 13.9731 -29.0849 23.8437
H 9.2307 -13.5598 9.2731
H 12.8576 -5.8641 18.7213
H 7.1096 -14.6670 9.8304
H 17.0350 -25.0349 24.7469
H 13.2973 -28.4104 25.3716
H 7.2902 -18.2081 30.0927
H 10.2544 -14.9875 7.9587
H 5.3924 -8.9191 22.6565
H 4.4908 -15.9744 17.3759
H 5.1021 -19.1044 30.7949
H 10.2768 -19.8976 18.1747
H 3.8528 -18.1421 19.2437
H 9.9025 -17.3849 12.7470
H 11.2473 -15.1131 9.2713
H 7.0187 -11.5023 20.3400
H 12.9203 -23.5669 25.8869
H 17.9470 -27.5535 25.8125
H 9.2030 -22.5512 21.9698
H 5.6161 -18.9182 33.1752
H 11.3469 -16.4133 12.1382
H 13.6466 -24.0120 27.4519
H 17.0875 -18.3683 20.9021
H 5.8370 -17.3336 32.9139
H 3.0098 -8.7691 21.8436
H 16.1739 -10.6628 30.7726
H 15.0206 -6.7624 24.7350
H 14.6021 -3.6104 22.2128
H 16.7166 -27.0266 23.6762
H 2.0153 -17.8371 22.6375
H 15.0685 -15.1375 30.7851
H 2.1714 -20.7933 30.7384
H 12.0373 -3.3112 23.3260
H 12.2882 -5.0194 23.0936
H 4.2295 -12.5426 23.5073
H 1.9944 -19.6232 29.4035
H 6.7088 -18.3765 18.2665
H 10.4187 -22.6326 20.6695
H 16.3472 -16.8950 22.3938
H 15.0418 -5.1369 25.5048
H 10.6984 -21.5589 22.1498
H 1.3049 -17.6436 21.0245
H 5.0665 -16.6530 22.1966
H 5.9871 -17.6363 20.4271
H 18.6874 -15.1242 25.2657
H 11.5282 -4.6433 18.9912
H 3.7640 -10.2424 23.8325
H 3.6523 -17.8840 34.1541
H 13.9278 -16.5469 29.0304
H 5.1360 -17.3230 30.7830
H 18.7325 -15.3608 21.5302
H 10.4874 -14.2175 11.4016
H 17.2662 -11.9180 31.4406
H 11.3555 -6.0879 19.7869
H 18.7121 -16.8713 25.1590
H 16.2614 -26.2870 27.2854
H 3.4030 -19.8691 32.7149
H 7.7115 -15.1976 8.1461
H 14.2455 -5.9258 22.5649
H 1.9130 -18.9074 32.9351
H 2.8674 -12.3169 22.4303
H 14.9231 -17.5845 33.2873
H 10.1728 -16.3040 8.9259
H 5.8651 -18.8329 22.5616
H 9.0918 -18.8244 19.0945
H 17.5687 -11.3439 29.8238
H 17.2671 -16.0107 25.7893
H 5.4521 -17.9960 17.1200
H 6.6978 -15.6882 30.9303
```

orbital gap: 9.8 eV
maximum force: 0.08402 Eh/bohr
DFT total energy: -164247.5296 eV
HOMO energy: -19.12 eV
charge: +7